Entry from the OMol25 dataset: 6 unconnected molecules or ions with the total composition C59H132NO4P3 at a distorted geometry (wB97M-V/def2-TZVPD).

Structure (XYZ):
```
199
Properties=species:S:1:pos:R:3:forces:R:3
C 0.7604 -1.5987 3.9248 3.348 0.476 0.616
O 2.1452 -1.2730 3.9581 -0.872 -0.025 -0.568
H 0.2270 -0.6629 3.7578 -1.078 0.029 0.115
H 0.4965 -2.3527 3.1833 -0.280 -0.208 -0.755
H 0.5810 -2.0940 4.8791 -1.088 0.109 0.533
C 10.1742 1.6785 -1.3187 0.904 0.217 1.197
C 9.9379 1.4060 -2.7742 -0.518 -0.164 0.177
C 8.5841 0.7342 -3.1306 0.372 -0.088 -0.003
C 8.2085 -0.5158 -2.2419 -0.273 2.105 -1.086
N 7.0582 -1.3250 -2.7689 -2.162 -2.499 1.011
C 6.8628 -2.5158 -1.8050 -0.087 -0.010 0.022
C 7.9298 -3.5209 -2.2245 0.360 -0.400 0.705
C 8.3767 -3.0817 -3.5985 -1.177 -0.741 -0.977
C 7.2789 -2.1349 -4.0418 1.550 1.980 -0.182
C 5.7228 -0.5574 -2.9098 3.435 1.219 0.064
H 9.6069 2.5041 -0.8890 -0.518 -0.198 -0.169
H 11.1989 1.9984 -1.1293 0.227 0.076 -0.383
H 10.1138 0.8112 -0.6613 -0.460 -0.166 -0.067
H 10.7370 0.7862 -3.1807 0.058 -0.086 0.062
H 10.0006 2.3642 -3.2901 -0.115 -0.104 -0.286
H 8.7313 0.5693 -4.1980 -0.442 -0.817 -0.100
H 7.7727 1.4608 -3.0889 -0.002 0.110 0.308
H 7.7816 -0.1021 -1.3283 0.396 -0.172 0.259
H 9.0861 -1.1196 -2.0111 -0.361 -0.229 -0.125
H 5.8786 -2.9203 -2.0410 -0.016 0.108 0.073
H 6.8519 -2.2121 -0.7582 0.157 0.208 -0.152
H 7.5108 -4.5249 -2.2915 -0.049 0.115 0.328
H 8.8130 -3.5761 -1.5881 -0.344 0.031 0.391
H 8.2857 -3.9629 -4.2336 0.970 0.219 -0.325
H 9.3516 -2.5955 -3.5632 -0.085 -0.282 -0.524
H 6.3418 -2.5440 -4.4193 0.037 -0.302 0.622
H 7.6069 -1.4292 -4.8050 0.080 -0.003 -0.091
H 5.6011 0.0980 -2.0473 -0.625 -0.839 0.517
H 4.9235 -1.2256 -3.2302 0.213 0.443 0.092
H 6.1769 0.1753 -3.5769 -1.554 0.122 -1.156
C -5.7330 1.6008 -11.9974 0.105 0.553 1.406
C -5.1109 1.0400 -10.7031 1.367 -0.125 -0.487
C -4.9783 2.0543 -9.5623 -0.421 0.990 0.190
C -3.8133 3.0502 -9.7421 0.458 -0.244 0.926
P -3.5441 4.2344 -8.3292 0.114 -0.883 0.148
C -3.3301 3.3406 -6.7195 -1.595 -0.218 -1.764
C -2.9646 4.0801 -5.4726 1.396 0.670 -1.109
C -2.7121 3.0698 -4.3829 -1.134 0.081 2.126
C -4.0662 2.8243 -3.5957 1.698 -0.878 0.781
C -1.9377 4.9351 -8.7691 -0.307 1.124 -0.599
C -1.4082 6.1952 -8.0740 0.384 1.163 0.229
C -0.1430 6.8329 -8.7390 0.232 -1.725 0.277
C 1.0834 6.0326 -8.2598 0.480 -0.295 -0.179
C -4.7918 5.5353 -8.2074 1.566 -0.211 0.202
C -6.2517 5.2466 -8.2971 -0.619 -2.368 -0.724
C -7.1564 6.3936 -8.0410 -1.330 0.856 0.760
C -8.4965 5.9943 -7.1999 1.075 2.109 -2.010
H -5.3147 2.5388 -12.3624 0.407 0.009 0.176
H -6.6834 1.8797 -11.5422 -0.798 -0.142 -1.270
H -5.7185 0.9113 -12.8414 -0.518 -0.101 0.355
H -4.0953 0.6763 -10.8594 0.227 -0.142 -0.240
H -5.6583 0.1340 -10.4431 -0.235 0.266 0.386
H -4.9528 1.6042 -8.5699 0.395 -0.388 -0.084
H -5.8288 2.7294 -9.4685 -0.622 -0.314 -0.363
H -3.8481 3.5882 -10.6894 -0.372 0.370 0.114
H -2.8388 2.5650 -9.7966 0.118 -0.433 0.085
H -2.6932 2.4990 -6.9920 0.010 -0.166 0.332
H -4.3351 3.0274 -6.4366 -0.190 -0.962 -0.668
H -3.8084 4.7438 -5.2839 0.250 0.153 0.568
H -2.0802 4.6773 -5.6949 0.065 0.192 0.441
H -1.9174 3.4084 -3.7182 -0.280 0.408 0.260
H -2.2954 2.1147 -4.7027 -0.344 -0.029 -0.574
H -4.7073 2.1685 -4.1848 -0.576 0.702 -0.023
H -4.4716 3.6799 -3.0556 -0.468 0.608 -1.258
H -3.9230 2.2625 -2.6727 0.681 -0.755 -0.174
H -2.1156 5.3676 -9.7537 -0.079 -0.606 -0.612
H -1.2819 4.0738 -8.8967 0.350 0.178 0.236
H -1.2287 6.0655 -7.0067 0.010 0.016 -0.048
H -2.1383 6.9955 -8.1945 -0.580 -0.262 0.283
H -0.0958 7.9194 -8.6660 -0.015 -0.159 0.615
H -0.2058 6.6355 -9.8092 -0.107 0.159 -0.202
H 1.1321 5.7157 -7.2180 -0.574 0.499 0.327
H 2.0684 6.4668 -8.4316 -0.185 0.241 -0.393
H 1.0556 5.0786 -8.7864 0.222 -0.074 -0.212
H -4.4016 6.1926 -8.9845 -0.464 0.564 -0.086
H -4.5206 5.9687 -7.2448 -0.132 0.453 0.115
H -6.5860 4.3690 -7.7437 0.511 0.085 1.122
H -6.5025 4.7865 -9.2529 0.297 0.506 -0.710
H -7.3511 6.8353 -9.0183 -1.046 -0.229 -0.125
H -6.5974 7.2538 -7.6726 -0.009 -0.185 1.127
H -9.1611 5.5138 -7.9179 0.148 -0.860 0.455
H -9.0465 6.9226 -7.0453 0.145 0.198 0.294
H -8.3647 5.5426 -6.2167 0.262 -0.369 -0.449
C 3.5518 8.1002 10.6468 -0.218 1.120 -0.448
C 4.4139 7.7918 9.3928 -0.419 -0.387 1.783
C 4.0493 6.4267 8.8964 0.702 -1.280 -0.227
C 5.2628 5.6960 8.1671 -2.670 -0.340 -0.747
P 4.5689 4.2188 7.2771 0.216 -0.319 0.335
C 6.0007 3.2218 6.6708 -1.164 1.757 0.558
C 6.5844 2.2089 7.6374 1.064 -0.578 -1.584
C 7.8802 1.6305 7.0201 -0.758 -1.776 -0.916
C 8.4181 0.4678 7.8662 0.059 1.866 0.797
C 3.4375 3.3218 8.4725 1.605 -0.121 0.184
C 4.0992 2.6421 9.7680 -0.745 0.033 -0.466
C 3.2830 1.3880 10.1171 -0.881 -0.740 -0.455
C 1.8867 1.6449 10.6622 -0.308 0.578 1.136
C 3.6412 4.8243 5.7694 -0.890 -0.589 2.036
C 4.3991 5.7024 4.8209 0.413 -0.312 -0.586
C 4.0611 5.3869 3.3707 -0.546 0.393 -0.826
C 4.6925 6.4211 2.3525 0.325 -0.052 1.734
H 2.4924 7.9940 10.4134 -0.118 -0.726 0.033
H 3.5396 9.1620 10.8930 0.628 0.164 0.038
H 3.8230 7.5810 11.5660 -0.025 -0.316 -0.297
H 5.4459 7.6209 9.6994 0.306 1.152 -0.088
H 4.2313 8.5843 8.6671 0.583 -0.151 -0.149
H 3.0732 6.4707 8.4135 0.150 -0.318 -0.647
H 3.9156 5.7515 9.7416 -0.352 0.272 0.370
H 5.9213 5.3088 8.9447 0.388 0.297 -0.296
H 5.7036 6.3190 7.3889 0.471 0.009 0.276
H 6.6700 4.0553 6.4578 0.544 -0.116 -0.120
H 5.6409 2.8821 5.6995 0.312 -0.760 0.081
H 5.8404 1.4163 7.7167 0.211 -0.169 0.440
H 6.8906 2.5936 8.6102 -0.484 0.302 0.032
H 8.6311 2.3814 6.7744 0.039 0.172 0.476
H 7.6980 1.1205 6.0741 -0.674 0.534 -0.482
H 7.6221 -0.1828 8.2285 0.096 -0.213 -0.440
H 8.7397 1.0451 8.7330 0.761 -0.812 0.584
H 9.2346 -0.0507 7.3635 -0.138 -0.061 0.331
H 3.0087 2.4793 7.9299 -0.334 0.298 -0.294
H 2.7004 4.0770 8.7454 -0.255 -0.327 -0.030
H 4.0758 3.2854 10.6476 -0.129 0.424 -0.152
H 5.1460 2.3586 9.6586 -0.253 0.103 -0.356
H 3.8250 0.7753 10.8374 0.103 0.057 -0.026
H 3.0628 0.7594 9.2543 0.870 -0.111 -0.402
H 1.1531 2.1046 10.0000 0.461 0.539 -0.283
H 2.0351 2.2378 11.5647 -0.512 0.422 0.061
H 1.3076 0.7858 11.0008 0.650 -0.543 -0.066
H 2.8705 5.4011 6.2806 -0.416 0.070 -0.206
H 3.1169 4.0077 5.2731 0.187 -0.366 0.181
H 5.4396 5.3918 4.9154 0.484 1.194 0.193
H 4.0821 6.7215 5.0425 1.070 0.264 0.057
H 2.9772 5.4765 3.2980 -0.190 -0.033 -0.275
H 4.2527 4.3179 3.2781 0.368 0.030 -0.766
H 4.3188 7.3709 2.7350 -0.340 0.259 -0.487
H 4.5727 6.3710 1.2703 -0.589 -0.515 0.270
H 5.7608 6.5668 2.5123 0.266 -0.516 0.083
C -6.8481 -12.2274 0.2987 -0.209 0.687 0.343
C -5.9177 -11.7986 1.4892 -0.238 -0.323 -1.330
C -5.4477 -10.3357 1.4020 -0.458 0.082 0.697
C -6.5496 -9.2758 1.4862 -0.902 0.447 -0.508
P -6.1788 -7.5669 1.0123 0.504 1.095 2.977
C -5.2663 -7.5128 -0.4745 0.038 0.654 -1.985
C -4.5802 -6.1584 -0.9087 1.004 -0.459 0.203
C -3.5362 -6.2890 -1.9914 -0.005 -1.118 -2.612
C -4.1018 -6.6641 -3.4307 0.010 0.070 2.350
C -7.6996 -6.5425 0.9684 1.338 0.535 -0.652
C -7.4130 -4.9916 0.9168 -1.357 0.122 -0.231
C -8.8665 -4.3429 0.9740 1.770 -2.447 -0.662
C -8.8220 -2.9079 0.6195 -0.336 0.506 0.616
C -5.1688 -6.7424 2.2795 0.061 -0.463 0.760
C -5.8609 -6.6151 3.6210 -1.864 -0.740 0.386
C -5.1055 -5.9366 4.6861 0.978 1.905 1.241
C -3.8005 -6.4755 5.1623 0.706 -1.651 -0.715
H -7.5470 -13.0158 0.5783 0.545 -0.429 -0.159
H -6.2707 -12.4255 -0.6043 0.186 -0.702 0.258
H -7.5337 -11.4824 -0.1050 -0.079 0.688 0.561
H -5.0290 -12.4139 1.3488 0.200 0.090 0.173
H -6.2772 -12.1107 2.4697 -0.427 0.428 -0.055
H -4.8553 -10.2421 0.4918 0.116 0.184 0.124
H -4.8737 -10.0949 2.2968 0.773 -0.314 -0.288
H -6.9565 -9.1912 2.4938 0.109 -0.046 0.216
H -7.4428 -9.4635 0.8902 -0.069 -0.491 -0.328
H -5.9971 -7.9373 -1.1627 -0.133 0.377 -0.783
H -4.5280 -8.3146 -0.4874 0.344 0.150 0.472
H -3.9198 -5.8648 -0.0927 -0.622 0.326 0.530
H -5.1432 -5.2933 -1.2589 -0.946 -0.376 0.694
H -2.8020 -7.0570 -1.7482 0.233 0.199 0.239
H -3.0520 -5.3270 -2.1593 0.273 -0.038 0.587
H -4.7405 -7.5297 -3.2556 -0.083 -0.148 -0.549
H -3.2805 -6.9258 -4.0979 -0.309 0.269 -0.151
H -4.7240 -5.8192 -3.7259 0.113 -0.165 -0.601
H -8.4055 -6.6688 1.7893 0.366 -0.626 0.168
H -8.1697 -6.9330 0.0658 -0.452 0.494 -0.208
H -6.8796 -4.6070 0.0475 -0.169 -0.555 -0.395
H -6.8127 -4.5955 1.7358 -0.099 -0.488 0.393
H -9.1688 -4.6086 1.9869 -0.667 0.509 -0.027
H -9.4057 -4.9684 0.2625 -0.563 0.230 0.047
H -9.8012 -2.4586 0.4538 -0.026 -0.046 0.215
H -8.2462 -2.7460 -0.2917 0.229 0.135 0.217
H -8.3737 -2.4954 1.5234 0.236 1.005 -0.477
H -4.8211 -5.7741 1.9196 -0.003 -0.050 -0.110
H -4.3059 -7.3376 2.5782 0.392 -0.148 -0.873
H -6.1779 -7.5902 3.9908 0.057 -0.428 -0.159
H -6.7783 -6.0275 3.6531 -0.360 -0.076 -0.886
H -5.6979 -5.8746 5.5990 -0.587 0.478 -0.332
H -4.9244 -4.9426 4.2772 -0.096 0.493 0.391
H -3.9893 -7.2889 5.8629 0.218 0.057 0.251
H -3.0757 -5.7748 5.5769 -0.342 0.067 -0.026
H -3.3472 -6.9679 4.3019 0.715 0.016 0.081
O 5.3303 -5.9287 5.2083 0.222 1.215 1.315
C 4.9176 -6.9908 4.5179 -0.486 -4.927 -3.502
O 5.1464 -8.1619 4.8563 1.547 -0.322 3.755
O 4.3936 -6.9447 3.3829 -1.233 3.920 -1.365
H 4.8322 -5.1719 4.8909 -0.055 0.118 -0.366
```
Forces are in eV/Å.

Results
**HOMO**: -0.197 hartree
**Maximum force**: 6.06 eV/A
**Kohn-Sham gap**: 2.129 eV
**Net charge**: +2

Mulliken atomic charge list, values in e, 6 entries:
1 C -0.44
2 O -0.92
3 H 0.13
4 H 0.12
5 H 0.12
6 C -1.25